Record 1
Molecular formula: C40H62BHfN8P2SSe
Method: DFT, wB97M-V/def2-TZVPD

Geometry as XYZ:
```
116
C40H62BHfN8P2SSe | OMol25 | wB97M-V/def2-TZVPD
H 2.936 -0.720 -3.319
C -2.154 2.554 0.127
H 3.217 2.419 4.445
C 0.455 -4.997 -4.395
C -0.975 4.030 4.389
H 3.144 -0.582 -1.580
H -4.806 3.597 1.909
H -1.592 -3.793 -0.172
H 2.957 -2.686 -4.407
C 1.617 -4.319 -4.778
H 0.142 2.747 -5.436
C 0.465 0.149 -4.737
C 3.614 3.031 -2.456
H -5.409 -1.931 2.140
H 0.157 -5.886 -4.935
H -3.808 -4.406 -0.232
C -0.312 -4.559 -3.329
C 1.295 -1.453 3.045
C -3.514 1.945 2.381
C 1.233 4.773 8.230
C -1.722 -3.089 -0.995
H 0.851 2.938 -0.358
H 2.204 -4.698 -5.605
B 0.365 -1.631 -1.246
C 2.586 2.334 -1.563
H 2.633 1.050 0.220
H 3.708 2.435 0.265
H 1.085 -0.744 -4.816
H -4.641 -1.486 -3.583
H -5.296 -2.106 -2.077
H -1.699 0.281 -2.316
C 2.534 4.253 8.232
H 3.302 0.727 -4.718
H 1.067 3.892 -1.832
H -4.060 1.696 3.279
N 2.370 2.830 4.800
C 1.255 2.959 4.060
H 1.508 -2.385 4.875
C -3.224 3.357 0.477
C 2.560 1.474 -5.002
H -4.488 0.928 -2.364
C -2.931 -2.956 2.003
H -2.350 -3.575 -1.741
H -0.605 5.036 7.138
H 3.012 2.458 -4.928
C -4.309 0.311 -1.479
C 0.398 2.622 -4.382
H 2.882 -2.404 3.839
H -3.798 0.928 -0.743
H -5.241 -3.412 -0.535
H -2.805 0.042 -3.672
H -1.892 0.416 5.001
H 2.129 4.143 -0.441
H -5.025 -4.200 1.018
H -3.444 0.081 4.242
H 0.929 3.523 -4.068
N 0.034 -1.058 3.332
C -3.934 3.026 1.614
C -2.383 -0.144 4.198
N 1.419 -1.621 -2.212
H 3.141 3.657 -3.211
H 0.101 0.379 -5.742
H -3.579 -3.170 2.856
H 4.054 3.181 7.142
Hf 0.008 0.115 0.063
H -0.299 -1.149 4.281
H -2.198 -2.212 2.309
C 2.407 -0.573 -2.380
C 3.304 1.667 -0.395
H -1.073 5.112 4.468
C 2.041 -3.182 -4.111
N 1.942 -2.085 4.015
H -1.195 -5.109 -3.027
C 2.205 3.437 6.047
C 0.915 3.943 6.048
C -2.359 -0.453 -2.805
C -3.793 -2.475 0.816
H -3.499 4.204 -0.138
C -4.369 -1.916 -2.615
H 0.875 5.301 9.103
H 4.135 1.043 -0.726
H -1.752 -1.281 -3.171
C 1.264 -2.725 -3.053
N -1.750 1.516 0.861
H -5.547 -1.202 0.551
P 1.484 1.059 -2.378
H -3.882 -2.870 -2.813
H 4.229 3.683 -1.832
N 0.355 3.625 4.802
H -4.378 -0.560 1.709
C -4.836 -1.474 1.329
H -1.123 3.731 3.355
C 0.397 4.628 7.138
H -0.538 2.552 -3.820
Se 1.111 2.397 2.297
C 1.600 3.386 -1.023
H -5.283 0.041 -1.076
C -3.479 -0.920 -1.873
H -0.396 -0.084 -4.117
H -2.288 -1.211 4.409
H -1.590 2.757 -0.778
H 2.320 1.303 -6.054
H 4.279 2.320 -2.947
C 3.046 3.576 7.141
C 1.254 1.360 -4.217
N -0.460 -2.738 -1.576
S 2.029 -1.177 1.562
P -2.605 -1.587 -0.345
C -1.790 0.193 2.868
H -2.396 -3.877 1.767
C 0.102 -3.411 -2.662
H -1.727 3.564 5.027
N -0.660 -0.275 2.472
C -2.400 1.220 1.998
C -4.498 -3.687 0.209
H 3.153 4.387 9.109
```

The calculation puts the largest force on an atom at 2.767 eV/A. The value obtained for the gap between HOMO and LUMO is 5.6 eV. Its LUMO energy is -8.81 eV. As for the spin multiplicity: 1. The total charge is +3.

Results of the Löwdin charge analysis, in e, for atoms 1 through 5: 0.087, -0.132, 0.159, -0.054, -0.012


Record 2
Molecular formula: C40H62O2P2SSeTa
Method: DFT, wB97M-V/def2-TZVPD

Geometry as XYZ:
```
109
C40H62O2P2SSeTa | OMol25 | wB97M-V/def2-TZVPD
C 0.904 1.112 1.718
P -2.964 -0.935 2.891
H 5.908 1.136 1.396
H -2.822 -3.810 0.323
C 2.919 0.959 4.919
C -0.161 -4.233 4.406
C 3.366 2.220 0.998
H -2.300 0.896 4.328
C 0.600 1.731 -2.992
H 0.304 1.044 -6.971
H 4.037 1.323 2.796
C 4.721 2.777 0.571
H 0.213 1.409 4.701
C -1.805 -2.533 4.851
C -1.769 -3.756 0.048
H -3.804 0.444 -4.429
H -1.001 -3.841 6.343
H 1.364 -1.686 0.876
H -1.680 -3.677 -1.031
P -0.943 -2.382 0.873
H 2.974 -0.262 -4.636
C -2.377 -1.662 -5.402
C 2.228 2.502 0.234
C 0.536 0.366 4.626
H -4.616 -2.390 3.779
H -0.211 -0.204 4.081
O -0.356 0.470 1.823
H -3.929 -0.076 -2.748
H -6.189 2.152 0.669
H 1.845 -0.721 -5.922
H 0.406 2.727 -6.434
H -4.619 -1.210 -0.664
H -5.635 -0.774 0.743
H 1.175 -3.368 0.316
H 1.261 2.563 -2.795
H -4.643 -1.058 -4.041
C 0.978 1.810 -6.584
S -4.219 1.043 0.025
C -5.227 -0.433 -0.199
H -1.616 -3.062 -3.186
C -1.325 -0.295 -3.535
H 3.946 0.636 4.747
C -0.139 -3.868 3.068
H -3.513 -0.159 5.093
Se -0.555 2.295 -0.400
H -2.664 -2.220 -2.020
H 0.518 -4.399 2.388
H 5.981 2.709 -1.183
H -5.372 -1.197 2.715
C 2.322 -1.207 3.827
H 3.247 0.278 -6.295
C 5.861 2.228 1.428
C -3.210 0.321 4.162
H 0.770 -2.027 -0.769
C -4.519 -1.862 2.829
H 5.783 2.548 2.469
C 3.182 1.477 2.154
C 1.038 1.917 0.588
H -4.743 3.019 1.226
C 1.918 0.264 3.976
H -4.010 0.994 3.850
H -0.390 -0.335 -5.439
H -1.269 -4.666 0.388
H -6.031 -0.166 -0.883
O -1.935 -0.141 -1.141
C -1.791 -2.162 3.509
C -2.485 -1.219 -3.940
C 0.757 -2.361 0.271
H 3.891 4.752 0.101
C 2.478 0.085 -5.546
H -2.380 -0.814 -6.088
H 0.583 -0.041 5.638
C -2.530 -2.473 -3.071
H 1.565 -1.769 3.274
C 1.676 1.370 -5.288
H 5.632 4.728 0.368
C -0.945 -2.824 2.617
H -5.323 1.583 2.124
C -1.201 0.283 -2.279
H 3.277 -1.304 3.307
C -5.215 2.042 1.144
C 4.684 4.308 0.707
C -0.310 1.313 -2.043
H 2.428 -1.670 4.810
H 1.727 2.003 -7.352
H -3.242 -2.279 -5.647
H -4.513 -2.596 2.024
C -0.987 -3.560 5.298
H -2.447 -2.030 5.563
H 6.808 2.609 1.048
C 2.637 2.472 -4.847
H 2.676 0.705 5.951
H 3.366 2.647 -5.637
H 2.122 3.420 -4.669
C 1.960 0.940 2.594
H 0.466 -5.043 4.754
C -0.358 0.111 -4.456
C 0.632 1.067 -4.215
Ta -1.780 0.107 0.687
H 4.280 2.902 -1.574
H 3.194 2.192 -3.948
H 4.533 4.608 1.745
C -3.792 -0.429 -3.775
H -1.484 -2.262 -5.587
H -3.369 -3.103 -3.374
H 4.897 1.321 -1.052
C 4.976 2.400 -0.896
H 2.879 2.045 4.825
H 2.284 3.169 -0.616
```

Its relative energy (zero: lowest compared OMol25 entry of this formula, charge and spin) is 0.000 eV. The calculation puts the largest force on an atom at 1.130 eV/A. The value obtained for the gap between HOMO and LUMO is 6.3 eV. Its LUMO energy is -9.98 eV. As for the spin multiplicity: 1. The total charge is +3.

Results of the Löwdin charge analysis, in e, for atoms 1 through 5: -0.269, 0.829, 0.097, 0.063, -0.033